[1]
C33H56N8O3PdS4Si4Te as an isolated structure, computed with ωB97M-V/def2-TZVPD.

The geometry in XYZ format:
```
110
Properties=species:S:1:pos:R:3
Te -1.6705 0.5909 -0.2669
Pd 0.1998 -1.4341 -0.1024
S 1.7054 -6.3107 -2.1302
S 2.8674 -1.1953 -0.8329
S -1.7957 -2.7898 0.7445
S -0.6183 -4.5175 -1.4531
Si -3.3757 2.3952 -0.6975
Si -3.7836 3.1260 1.5203
Si -2.8363 4.1245 -2.2406
Si -5.1380 0.9917 -1.4980
O 2.1808 -2.4981 -0.8274
O -1.1624 -1.1463 -2.8565
O 3.3908 -0.7548 0.4436
N 0.6852 1.8474 -1.1219
N 3.0320 1.6166 -1.3112
N 0.6048 -0.6980 2.6743
N 1.2227 -5.0461 0.1945
N 7.2782 -1.5967 -4.6825
N 1.5290 -0.4858 4.9800
N 1.6263 -0.2518 -1.3210
N 0.4659 -4.2114 0.8664
C -6.7271 1.9673 -1.2676
C -4.7859 0.6022 -3.2962
C 0.8835 -5.3392 -1.1205
C 4.6509 -6.5344 2.0766
C 2.4017 -5.5680 0.8372
C -5.2719 -0.6109 -0.5304
C 4.5362 -5.1740 1.8195
C 3.1459 2.9345 -1.2876
C 1.8190 0.7823 4.2201
C -0.5007 -0.7013 3.6190
C 2.1915 -1.6558 4.2993
C 3.4027 -4.6787 1.1951
C 5.3909 -0.7037 -1.6828
C 3.9837 -2.0038 -3.1597
C 6.2618 -1.5110 -3.7867
C 1.4985 -1.8269 2.9290
C 4.1698 -1.3091 -1.9663
C 1.7971 1.1017 -1.2389
C 3.6375 -7.4072 1.7071
C 2.4997 -6.9273 1.0766
C 0.8235 3.1693 -1.0992
C 6.4283 -0.8100 -2.5794
C -0.5886 -3.7930 0.1301
C -2.1896 3.7404 2.3017
C -4.5260 4.6582 -2.8485
C -4.4883 1.7059 2.5280
C -1.7931 3.4196 -3.6218
C 5.0168 -2.1065 -4.0603
C 2.0525 3.7863 -1.1876
C 0.0433 -0.7159 5.0676
C 1.3541 0.5498 2.7618
C -5.0208 4.5207 1.3462
C -2.0519 5.6056 -1.3887
H 5.5389 -6.9191 2.5600
H -5.0465 3.8799 -3.4063
H -4.3381 -1.1765 -0.4832
H -6.9712 2.0682 -0.2082
H -5.9438 4.1937 0.8670
H 7.3827 -0.3488 -2.3592
H 2.1561 4.8605 -1.1764
H -0.2528 -0.8396 -2.9720
H -2.3413 3.9063 3.3713
H -4.7515 1.4999 -3.9158
H -5.2771 4.8991 2.3398
H -5.5651 -0.0492 -3.6980
H -6.0030 -1.2496 -1.0335
H 2.2037 0.4860 2.0820
H 1.2775 1.5806 4.7254
H 3.7316 -8.4658 1.9062
H 4.1542 3.3287 -1.3518
H 0.9255 -2.7512 2.8871
H -4.3789 5.5062 -3.5251
H -0.0940 -1.6744 5.5651
H -4.4432 1.9536 3.5917
H 1.7018 -7.5954 0.7828
H 2.2447 -1.8568 2.1396
H -5.5348 1.5220 2.2785
H -6.6905 2.9633 -1.7094
H -5.1701 5.0012 -2.0372
H -1.1097 0.1886 3.4492
H 3.0338 -2.4792 -3.3690
H -0.9306 2.8548 -3.2660
H -1.8724 4.6885 1.8630
H -3.8271 0.0869 -3.3999
H -4.6089 5.3549 0.7748
H 4.8783 -2.6539 -4.9839
H 3.2998 -3.6372 0.9309
H -2.8354 6.2118 -0.9282
H 7.1968 -2.1803 -5.4945
H -1.1233 -1.5767 3.4371
H -7.5491 1.4252 -1.7425
H -1.3696 3.0271 2.1803
H -1.3171 5.3863 -0.6148
H -1.5638 6.2294 -2.1423
H 5.3435 -4.5034 2.0837
H -1.4283 4.2327 -4.2548
H 5.5135 -0.1557 -0.7591
H 3.2488 -1.4088 4.2148
H 1.9040 -0.3976 5.9221
H -3.9451 0.7704 2.3717
H -0.3706 0.0715 5.6948
H -5.6258 -0.4408 0.4877
H 8.1957 -1.2663 -4.4464
H 2.8876 0.9707 4.3045
H -0.0929 3.7385 -1.0032
H 0.7207 1.3776 2.4387
H 2.0776 -2.5179 4.9538
H -2.3948 2.7554 -4.2453
H -1.3036 -1.7981 -3.5519
```

Computed properties:
* calculated total energy: -5101.00174 hartree
* max |F|: 0.54 eV Å⁻¹
* charge: +2
* spin multiplicity: 5
* gap between HOMO and LUMO (spin up / spin down): 7.582 / 4.884 eV

=====

[2]
A 2-piece molecular cluster, C33H57Br2F3N4O3 overall, computed with ωB97M-V/def2-TZVPD.

The geometry in XYZ format:
```
102
Properties=species:S:1:pos:R:3
Br -5.5757 0.6215 -1.6287
Br -5.8485 1.1332 1.6481
F -3.7354 1.2298 -7.0206
F -1.7344 0.5461 -6.0936
F -3.4652 -1.0295 -6.6071
O -0.7364 3.6278 3.2483
O 7.5427 -1.2358 -2.7943
O -3.7234 0.4875 -4.7653
N -0.6208 4.9587 3.5733
N -0.7900 -1.7476 -1.9595
N -0.7725 0.5192 -3.1154
N 1.1923 -0.2154 -1.9286
C 1.5840 4.2349 4.5923
C 2.8364 -4.1275 -2.8262
C -1.7607 5.3002 6.2863
C -1.2928 -3.6248 0.2948
C -0.0682 -0.5074 -2.3195
C -0.6328 -6.3097 -2.4368
C -1.2641 -6.0062 -0.9791
C 1.0021 -6.1138 -2.4997
C -3.9084 0.4548 -0.5642
C 0.7880 6.5103 4.9365
C -2.0022 5.5154 3.7264
C 4.9944 -3.7116 -1.1986
C -3.0283 -0.3577 -3.7741
C 1.2643 -4.5233 -2.5301
C -4.0432 0.6880 0.8719
C -2.9624 5.0643 2.5873
C 0.2765 5.0583 4.7657
C -1.8015 -2.0731 0.3157
C 2.3725 -1.7822 0.0302
C -0.4221 4.6092 6.0678
C -2.6671 5.1317 5.0711
C -2.8295 0.6561 1.9262
C 3.6630 -4.5781 -1.5143
C -2.2432 0.6187 -2.7067
C -2.4420 0.1257 -1.1565
C -3.1706 0.2902 -6.0655
C 6.7431 -0.3645 -3.6568
C 6.7230 -1.8524 -1.7657
C 1.9385 -1.1980 -1.0802
C -2.0527 -1.4428 -1.1474
C -1.9736 -4.5298 -0.8566
C -1.9454 7.0606 3.5770
C 5.4979 -2.7550 -2.3960
H 6.1867 -0.9723 -1.2067
H -2.7381 -2.0363 0.9837
H 4.7010 -1.9657 -2.7233
H -1.0969 7.3737 2.9602
H -2.9917 4.0879 5.0327
H 1.6065 0.6933 -2.2213
H 3.9666 -5.7055 -1.5428
H 1.4048 -6.6553 -1.5651
H 5.9280 -3.3033 -3.3110
H -2.2581 4.8749 7.1646
H -1.9513 -4.0772 -1.9137
H -1.8586 1.1783 1.5383
H 2.8294 -2.9985 -3.0380
H -1.8843 7.5754 4.5378
H -3.1457 1.2846 2.8581
H 2.9627 -4.4835 -0.5843
H 0.2253 4.8011 6.9309
H -2.6117 1.7116 -2.8721
H 2.1019 4.5103 3.6677
H -2.5461 5.2895 1.6010
H 2.2743 4.4186 5.4218
H -3.1898 3.9939 2.6301
H -2.8377 7.4584 3.0829
H -1.0516 -5.5454 -3.2136
H -2.5693 -0.3913 2.3309
H 1.3483 -6.6368 -3.4694
H -2.3167 -1.1022 -4.2983
H -0.3132 1.4442 -3.0663
H -2.0828 -6.8077 -0.7507
H -2.9493 -2.0370 -1.6043
H 7.3176 -2.4158 -0.9536
H -3.5779 5.7262 5.2199
H 0.0190 7.2141 5.2494
H -1.6393 -4.0830 1.3135
H 6.1859 -0.9730 -4.4862
H 5.8525 -4.4863 -1.0206
H 2.9354 -2.3146 0.8965
H -1.1752 -2.2078 -2.8181
H -3.8510 -0.9934 -3.2699
H 0.6362 -4.0817 -3.3892
H -0.9396 -7.3557 -2.8559
H -1.7018 0.7905 -0.5409
H -0.5858 3.5234 6.0518
H 7.4025 0.3965 -4.2366
H -3.0811 -4.7442 -0.5717
H -0.1285 -3.6936 0.3260
H 5.9579 0.2569 -3.0833
H 0.9932 -3.9904 -1.5326
H 1.4047 3.1557 4.5772
H 1.2325 6.8813 4.0065
H -3.9274 5.5772 2.6657
H 3.1657 -4.7624 -3.7283
H 4.9357 -3.1114 -0.1968
H -1.6164 6.3612 6.5084
H 1.5641 6.5612 5.7083
H -0.4440 -6.1324 -0.1819
H -0.9827 -1.4314 0.8503
```

Computed properties:
* calculated total energy: -7183.23666 hartree
* max |F|: 7.16 eV Å⁻¹
* charge: +1
* spin multiplicity: 2
* gap between HOMO and LUMO (spin up / spin down): 6.526 / 7.171 eV

=====

[3]
A 13-piece molecular cluster, C33H57Cl12F3O21 overall, computed with ωB97M-V/def2-TZVPD.

The geometry in XYZ format:
```
126
Properties=species:S:1:pos:R:3
Cl -1.0185 -3.0207 4.5534
Cl -5.0791 3.7770 4.1344
Cl -4.0995 -1.2612 3.7490
Cl 3.8080 -0.5012 -3.5720
Cl -2.4093 1.4597 6.3499
Cl -2.6650 0.8773 1.7635
Cl -1.9413 -4.1499 -2.3850
Cl 4.9494 2.7852 -0.7198
Cl -1.9492 -3.9353 7.4313
Cl 4.5189 1.6151 2.5449
Cl 3.3002 -1.8113 -0.4704
Cl -0.2477 -5.6222 -5.1543
F -2.7407 -0.1437 -7.7109
F 0.6046 6.4836 1.9653
F 1.6903 1.7737 8.0555
O 1.8076 -5.8305 1.3435
O 0.8496 0.5389 -6.2951
O 0.7845 4.3339 1.7972
O -0.8718 3.5769 -1.3129
O -0.2179 -1.8759 1.1368
O -0.3277 -1.1595 -5.3826
O 1.9230 4.6952 6.8920
O 3.2798 -5.2560 -0.2299
O 0.8880 2.8981 3.6207
O -0.8119 4.2228 3.2718
O 0.7239 -1.3010 -7.3802
O 0.8031 2.2167 -2.2381
O -2.4453 1.3721 -4.9766
O 2.2394 -7.2651 -0.2664
O 0.6769 0.0967 1.7467
O 0.2874 3.2662 7.2987
O 0.0391 -0.0989 -0.2763
O -0.1531 5.4251 7.4809
O -2.9526 -0.3562 -3.7128
O 1.1206 4.3878 -1.6485
O -3.8245 -0.0705 -5.8147
C -0.0589 -2.3734 -8.0040
C -0.0687 5.3679 1.4370
C 0.4308 3.2918 -1.7801
C 2.4400 3.4035 6.4148
C -2.6605 1.7590 -6.3362
C 3.3095 -2.1839 -3.2853
C -1.1827 -1.8171 5.9362
C 3.1957 -7.7022 -1.2686
C 1.3605 2.4592 6.9083
C -2.2724 -2.3242 6.8919
C 0.0946 -0.7384 0.8731
C -4.5434 2.7978 5.5305
C 0.3559 3.7075 2.9317
C -3.0435 0.2294 -4.7519
C 0.3772 -0.6970 -6.2517
C -1.1935 -3.4429 -3.8330
C 2.5026 -6.0418 0.2344
C 2.2868 4.3461 -2.5106
C 0.9245 1.2752 -5.0400
C -3.5234 -0.6376 1.2139
C -0.4373 -0.9029 -1.4020
C 0.9897 -0.3997 3.0611
C -3.2208 -1.7275 2.2400
C -1.3020 5.0213 2.1798
C 0.6108 4.5500 7.2637
C 3.8383 -2.7104 -1.9360
C -1.8252 2.4787 -1.3906
C 3.8947 1.3979 -0.1141
C -3.4691 0.6528 -6.9173
C 1.8626 -4.4540 1.7462
C -3.0726 2.5601 5.2026
C -1.4219 -4.3403 -5.0559
C 3.2978 1.7466 1.2026
H -1.4371 -0.8612 5.4698
H 3.4497 -8.7724 -1.0514
H 1.0499 -3.8460 1.3953
H -1.7073 1.7124 -0.6204
H -3.4630 -2.7351 1.8836
H 1.9642 4.0713 -3.5353
H -0.4028 -0.2859 -2.2788
H 1.4409 0.6216 -4.3548
H 1.5069 2.1635 -5.2279
H -3.1399 -0.8627 0.2390
H 2.8272 5.3132 -2.4459
H -1.4960 -1.1934 -1.3357
H 4.6011 0.5362 -0.0621
H 1.7986 -1.1028 3.0400
H -2.0372 4.4103 1.6713
H -2.3044 -4.9414 -4.9562
H -1.6075 2.1189 -2.4030
H 3.0869 1.2625 -0.8013
H 2.6740 -7.6507 -2.2340
H 2.9148 2.7812 1.2173
H -3.2220 -2.3621 6.3821
H 2.4984 3.3134 5.3518
H -1.8297 5.8763 2.5649
H -4.5733 -0.3166 1.1844
H 0.1404 -0.8324 3.5206
H 1.1339 0.4973 3.5825
H 3.7838 -2.8084 -4.0338
H 0.3906 -2.6355 -8.9659
H 2.5141 1.0385 1.4446
H -0.2669 5.4232 0.4020
H 3.5099 -3.7474 -1.7841
H -2.9890 2.1557 4.2388
H -1.5969 -2.4415 -3.9962
H -4.3626 0.9416 -7.3869
H 4.0669 -7.0472 -1.3288
H -2.1441 -1.7675 2.4132
H -0.1097 1.4312 -4.6092
H -4.6090 3.4011 6.4290
H -2.7778 2.9764 -1.2416
H -2.5826 3.5318 5.2110
H 2.2468 -2.1461 -3.4021
H 1.1446 1.7616 6.1666
H -1.0877 -2.0891 -8.1553
H 4.9605 -2.6440 -1.9749
H 1.6348 -4.5124 2.8394
H 2.9770 3.5598 -2.2026
H -2.2749 -1.6323 7.7220
H -0.0157 -3.2886 -7.3628
H 0.1581 -1.8014 -1.3367
H 2.8332 -4.0592 1.5914
H -1.6854 1.8599 -6.7928
H -0.2591 -1.7647 6.4699
H -0.1551 -3.3382 -3.5848
H -5.1352 1.9024 5.5664
H 3.4496 3.1733 6.8370
H -3.1544 2.7215 -6.3855
H -1.3456 -3.7646 -5.9632
```

Computed properties:
* calculated total energy: -8693.63357 hartree
* max |F|: 3.22 eV Å⁻¹
* charge: 0
* gap between HOMO and LUMO: 10.454 eV

=====

[4]
C33H57FN2O2SiZn as an isolated structure, computed with ωB97M-V/def2-TZVPD.

The geometry in XYZ format:
```
97
Properties=species:S:1:pos:R:3
Zn -0.9733 1.4785 1.2240
Si 0.4175 -3.0774 -3.2460
F -0.1502 1.3232 2.8967
O 1.6692 2.2258 0.7185
O 5.1415 -1.8782 0.1953
N -2.3238 -0.2853 1.7053
N -2.4511 1.8854 -0.2021
C -4.3767 1.6032 -1.7501
C -3.4412 4.1699 1.2419
C -3.0708 -0.8767 0.7825
C -4.3913 0.1174 3.7683
C 0.8522 -2.2173 -1.6198
C -2.2858 3.1782 -0.7814
C -2.8517 -1.1324 5.2928
C 4.9771 -2.3221 -1.1332
C -1.7825 -2.0115 5.4985
C -2.6579 4.3148 -0.0331
C -0.4228 -2.4507 1.9793
C -1.3416 -2.9109 -3.8572
C -2.1946 5.5625 -0.4382
C -1.3302 2.1305 -2.9044
C -2.2073 -0.9219 2.9701
C 6.2207 -2.0158 -1.9528
C -3.4883 -0.2676 -0.4121
C -1.6856 3.3162 -2.0524
C 2.6847 1.7811 1.6691
C -3.3782 1.0860 -0.7322
C 1.4694 -2.2640 -4.5521
C -1.2921 4.5891 -2.4630
C 1.0662 -4.8786 -3.1535
C 4.5926 -2.0123 2.4831
C 2.2545 3.0336 -0.3247
C 1.7470 4.4541 -0.3576
C -0.9962 -2.4224 4.4141
C -1.5118 5.7078 -1.6451
C -1.2297 -1.9337 3.1354
C 4.1334 1.5410 1.2073
C -3.6462 -2.2595 1.0129
C -3.1299 -0.6494 4.0180
C 4.2038 -2.4500 1.0892
H 4.2328 0.6767 0.5401
H 6.4702 -0.9537 -1.9551
H -3.9616 5.1175 1.4547
H 2.1412 4.9450 -1.2680
H 2.0511 2.5214 -1.2820
H -4.7549 0.5086 4.7265
H 4.7713 -3.4110 -1.1921
H -2.8812 -3.0005 1.2705
H -1.1557 6.6836 -1.9651
H 2.2820 0.8642 2.1099
H 3.1908 -2.0783 0.8337
H -3.4932 -0.8121 6.1219
H -2.7826 3.9562 2.1038
H -4.2057 3.3784 1.1946
H -1.0217 -2.7190 1.1040
H -0.1828 -3.1342 4.5498
H 2.5264 -2.2679 -4.2712
H 4.1840 -3.5617 1.0435
H 0.4436 -5.5424 -2.5366
H -5.0502 0.7719 -1.9934
H 0.7374 -1.1135 -1.6619
H 4.6732 2.4001 0.7794
H 1.1267 -5.2997 -4.1743
H 0.1067 -3.3579 2.3117
H 1.8944 -2.4314 -1.3504
H 1.1619 -1.2256 -4.7016
H -4.1338 -2.5818 0.0870
H 1.3692 -2.7913 -5.5089
H 0.3255 -1.7172 1.6487
H 5.6282 -2.2771 2.6986
H 4.5121 -0.9299 2.5920
H 2.0820 -4.8878 -2.7127
H -2.3626 6.4152 0.2216
H -4.2511 0.9578 3.0806
H -3.9199 1.9439 -2.6890
H -5.1879 -0.5262 3.3677
H 3.9617 -2.4824 3.2368
H -1.3764 -3.3052 -4.8835
H 3.3644 3.1351 -0.2384
H -0.7732 4.6792 -3.4093
H 4.1128 -1.7684 -1.5457
H 4.7423 1.2828 2.0904
H 2.6874 2.5522 2.4507
H 6.0508 -2.3242 -2.9838
H -4.9845 2.4250 -1.3390
H 7.1062 -2.5538 -1.5928
H -2.1334 1.3895 -3.0153
H 0.6605 4.5842 -0.3520
H -2.0830 -3.4467 -3.2605
H -4.0698 -0.8792 -1.0900
H 2.1799 5.0275 0.4754
H -0.4489 1.5983 -2.5053
H -1.0623 2.4778 -3.9125
H 0.3003 -2.6670 -0.8296
H -4.3997 -2.2505 1.8167
H -1.5719 -2.3982 6.4963
H -1.6478 -1.8575 -3.8778
```

Computed properties:
* energy above the lowest of the compared OMol25 structures with the same formula, charge and spin: 0.0 kJ/mol
* calculated total energy: -3720.32220 hartree
* max |F|: 1.95 eV Å⁻¹
* charge: 0
* gap between HOMO and LUMO: 8.116 eV